93
Properties=species:S:1:pos:R:3:forces:R:3 method="wB97M-V/def2-TZVPD" e_homo_ev=-9.47 e_lumo_ha=0.01792 gap_ev=9.96 total_energy_ev=-68231.104
C 1.4451 -2.1442 0.6708 -0.4 -0.6 0.1
C -0.0272 -2.3234 0.2901 0.2 0.2 -0.1
C -0.4970 -1.3003 -0.7513 0.0 -0.1 0.6
C -1.9409 -0.8272 -0.5280 0.9 0.4 -0.4
C -2.1111 0.6484 -0.9380 0.0 -0.4 0.2
C -2.8184 1.5402 0.0446 -1.1 -0.7 0.3
C -3.6495 2.6273 -0.6338 0.8 0.2 -0.4
C -2.9542 3.3717 -1.7663 -0.5 0.0 0.3
O -3.2108 2.7386 -3.0266 0.6 0.0 -0.2
C -2.2254 2.8007 -3.9712 -0.5 0.4 -1.7
C -0.8223 2.3760 -3.6203 -0.3 0.6 0.3
O -2.5148 3.1331 -5.1074 0.2 -0.5 1.5
O -3.8150 0.7691 0.7999 -0.5 0.2 0.3
C -4.0933 1.4803 1.9088 -1.2 -0.2 1.1
O -5.0667 1.3702 2.6210 1.9 0.3 -1.4
O -3.0529 2.3611 2.1457 -0.7 0.1 0.5
C -2.0218 2.0587 1.2397 1.2 0.1 -1.3
C -1.0018 1.0728 1.8329 -0.1 -0.3 1.1
C -1.4373 0.3452 3.0942 -0.6 -2.6 -0.1
O -1.7028 -0.8386 3.1302 0.5 2.5 0.0
I -1.5047 1.4837 4.9411 0.1 -0.1 -0.2
O -1.3003 3.1559 0.7643 -0.7 0.1 0.5
C -0.9689 4.1325 1.7560 -0.1 0.2 0.0
C 0.1536 5.0324 1.2449 0.3 -0.2 -0.1
C 0.4173 4.8504 -0.2527 0.3 0.5 0.2
C 1.4779 4.8816 2.0147 0.2 0.2 -0.1
C 1.5685 5.8091 3.2182 0.1 -0.5 -0.2
C 1.8150 3.4464 2.3920 -0.1 0.4 0.1
H 1.5357 -1.5248 1.5540 0.1 0.4 0.1
H 2.0241 -1.7141 -0.1317 0.3 0.1 -0.2
H 1.8658 -3.1059 0.9346 0.3 -0.2 0.0
H -0.2169 -3.3277 -0.0728 0.0 -0.2 -0.1
H -0.6038 -2.2134 1.2014 -0.3 0.0 0.1
H -0.3762 -1.7108 -1.7440 0.0 -0.1 -0.4
H 0.1896 -0.4588 -0.6750 0.0 0.4 0.1
H -2.6057 -1.4091 -1.1446 -0.3 -0.4 0.1
H -2.1648 -0.9963 0.5137 -0.4 0.0 0.2
H -2.6230 0.6709 -1.8881 -0.3 0.2 -0.2
H -1.1509 1.1189 -1.1204 0.4 0.1 0.0
H -4.5271 2.1332 -1.0284 -0.3 -0.1 -0.2
H -3.9787 3.3679 0.0843 -0.1 0.1 0.3
H -1.9021 3.4899 -1.5589 0.2 -0.2 -0.1
H -3.3865 4.3644 -1.8207 -0.1 0.3 -0.1
H -0.2144 2.5936 -4.4808 0.2 -0.2 -0.3
H -0.4284 2.9670 -2.8016 0.1 0.0 0.3
H -0.7610 1.3374 -3.3295 -0.1 -0.2 -0.1
H -0.7195 0.2965 1.1398 0.0 0.0 -0.3
H -0.0992 1.6050 2.0968 0.2 0.3 0.0
H -1.8479 4.7340 1.9623 -0.3 0.0 0.0
H -0.7155 3.6340 2.6867 0.1 -0.1 0.2
H -0.1642 6.0576 1.3874 -0.2 0.3 0.1
H 0.8065 5.7842 -0.6436 0.1 0.2 -0.1
H 1.1978 4.1143 -0.3989 -0.1 -0.5 -0.2
H -0.4657 4.6142 -0.8247 -0.1 -0.1 -0.1
H 2.2619 5.2043 1.3330 0.1 0.1 -0.3
H 1.2612 6.8103 2.9522 -0.2 0.3 0.0
H 0.9574 5.4194 4.0264 -0.2 0.2 0.3
H 2.5994 5.8682 3.5476 0.2 -0.1 0.3
H 2.8523 3.3892 2.6899 0.3 -0.1 0.1
H 1.6565 2.7816 1.5533 0.0 -0.3 -0.2
H 1.2194 3.1432 3.2481 -0.1 -0.3 0.1
C 4.6732 -4.4319 0.5816 0.0 0.0 0.0
O 4.1689 -4.0584 -0.4668 0.0 0.0 0.0
N 5.3774 -3.5772 1.3905 0.0 0.0 0.0
N 4.5722 -5.7108 1.0386 0.1 0.3 -0.2
H 5.7954 -3.8547 2.2569 0.0 0.0 0.0
H 5.4641 -2.6266 1.0870 0.0 0.0 0.0
H 4.0581 -6.3578 0.4748 0.0 -0.1 0.0
H 4.9629 -6.0386 1.9001 -0.1 -0.1 0.1
C -2.9502 -3.2348 -3.7039 -0.1 0.0 -0.1
O -1.9757 -2.7015 -3.2005 0.0 0.0 -0.1
N -4.0755 -2.5341 -4.0395 0.1 0.0 0.0
N -2.9928 -4.5756 -3.9698 0.0 0.1 0.0
H -4.8869 -2.9514 -4.4520 0.0 0.0 0.0
H -4.0741 -1.5484 -3.8583 0.0 0.0 0.0
H -2.1818 -5.1144 -3.7338 0.0 0.0 0.0
H -3.7814 -5.0351 -4.3814 0.0 0.0 0.0
C 2.8890 -8.4847 2.8286 -0.1 0.0 0.0
O 3.8964 -7.7967 2.8506 0.1 -0.2 0.1
N 2.9049 -9.8165 3.1342 0.0 0.0 0.0
N 1.6686 -7.9696 2.4945 0.0 0.0 0.0
H 2.0899 -10.3981 3.1225 0.0 0.0 0.0
H 3.7880 -10.2188 3.3831 0.0 0.0 0.0
H 1.6292 -6.9927 2.2697 0.0 0.0 0.0
H 0.8260 -8.5099 2.4688 0.0 0.0 0.0
C 2.2597 1.4875 -2.2657 0.1 -0.1 -0.2
O 2.1309 1.6261 -1.0601 -0.1 0.1 0.1
N 1.7532 0.4138 -2.9409 0.0 0.1 0.1
N 2.9240 2.4041 -3.0375 -0.1 0.0 0.1
H 1.8537 0.2816 -3.9285 0.1 0.0 0.0
H 1.2640 -0.2798 -2.4058 0.0 -0.1 0.0
H 3.3084 3.2028 -2.5711 0.0 0.0 0.0
H 3.0441 2.3122 -4.0274 0.0 0.0 0.0

78
Properties=species:S:1:pos:R:3:forces:R:3 method="wB97M-V/def2-TZVPD" e_homo_ev=-12.24 e_lumo_ha=-0.11320 gap_ev=9.16 total_energy_ev=-34799.141 total_charge=+1
C 6.0959 -2.0084 0.3850 -0.2 0.3 -0.3
C 5.0731 -2.0481 -0.7705 0.4 -0.1 0.3
C 4.1688 -3.2921 -0.7453 -0.1 0.4 0.2
C 2.6858 -2.9902 -0.9732 0.3 -0.1 0.0
C 2.3937 -2.2347 -2.2632 -0.3 -0.1 0.1
C 0.9530 -1.7299 -2.3460 0.1 -0.2 0.1
C 0.6601 -0.6650 -1.2845 0.3 0.2 -0.4
C -0.3641 0.3721 -1.7708 0.0 -0.2 0.2
N -1.1383 1.0574 -0.7281 0.3 -0.1 -0.1
C -2.2223 0.2475 -0.1745 0.1 0.1 -0.2
C -3.3703 0.1184 -1.1752 -0.4 -0.1 0.2
C -4.5537 -0.7588 -0.7258 0.4 0.2 0.1
C -4.1768 -2.0551 -0.0058 -0.6 -0.1 -0.1
C -5.3187 -3.0593 -0.1178 -1.3 -0.5 -1.6
O -5.9547 -3.2316 -1.1472 1.2 0.4 2.1
O -5.6268 -3.7344 1.0394 0.1 0.1 -0.6
C -4.7064 -4.8023 1.3358 0.2 -0.1 0.1
C -3.6050 -4.3931 2.3090 0.2 0.1 0.0
C -2.7952 0.9445 1.0494 -0.3 -0.1 -0.1
N -1.7614 1.2333 2.1116 0.0 -0.2 0.2
C -0.3726 1.0130 1.6076 0.1 -0.1 0.2
C -0.2989 1.6879 0.2659 -0.2 0.4 -0.2
O -0.7084 3.0177 0.5265 0.2 -0.2 0.2
C -0.1546 3.9885 -0.3695 -0.3 0.5 -0.1
C 0.9502 4.8434 0.2497 0.0 -0.3 0.1
C 0.5014 5.3837 1.6043 0.1 0.0 -0.2
C 2.3501 4.2108 0.2857 -0.1 -0.3 0.1
C 2.5553 3.1180 1.3520 0.4 0.3 -0.1
C 2.8102 3.6871 -1.0696 0.4 0.1 0.2
H 7.0449 -1.6016 0.0471 0.2 -0.1 0.0
H 5.7506 -1.3477 1.1782 -0.1 -0.1 0.2
H 6.2560 -2.9965 0.8041 0.2 -0.1 0.0
H 4.4813 -1.1350 -0.7162 -0.2 0.1 -0.1
H 5.6255 -2.0030 -1.7061 -0.1 0.0 -0.2
H 4.2649 -3.7353 0.2449 0.0 -0.3 0.0
H 4.5256 -4.0249 -1.4656 0.0 -0.1 -0.1
H 2.1293 -3.9285 -0.9928 -0.1 -0.1 0.1
H 2.3314 -2.4417 -0.0975 -0.1 0.2 0.0
H 3.0391 -1.3628 -2.3598 0.2 0.0 0.0
H 2.6240 -2.8975 -3.0968 0.0 0.0 -0.2
H 0.7777 -1.3204 -3.3410 0.0 0.1 -0.1
H 0.2554 -2.5615 -2.2308 -0.1 -0.1 0.0
H 1.6070 -0.1516 -1.0969 0.0 0.1 0.2
H 0.3740 -1.1274 -0.3413 -0.2 -0.1 0.1
H 0.1567 1.1339 -2.3476 0.0 0.1 -0.1
H -1.0515 -0.1102 -2.4593 -0.1 0.0 0.0
H -1.8480 -0.7527 0.0838 -0.1 -0.1 0.2
H -3.0129 -0.2539 -2.1294 0.2 -0.1 0.0
H -3.7371 1.1302 -1.3455 0.0 0.1 -0.2
H -5.2107 -0.1880 -0.0684 -0.1 0.0 0.0
H -5.1440 -0.9995 -1.6028 -0.1 -0.1 -0.1
H -4.0079 -1.9029 1.0572 0.2 0.1 0.1
H -3.2864 -2.5202 -0.4284 0.1 -0.1 -0.1
H -5.2829 -5.6180 1.7568 -0.3 0.1 0.0
H -4.2974 -5.1668 0.3944 0.1 -0.1 0.0
H -2.6273 -4.3518 1.8321 0.1 0.0 -0.1
H -3.5321 -5.0763 3.1498 0.0 -0.2 0.0
H -3.8033 -3.4097 2.7294 -0.2 0.1 0.0
H -3.2497 1.8788 0.7345 0.2 0.2 0.1
H -3.5737 0.3456 1.5071 0.0 -0.1 0.1
H -1.9186 0.6357 2.9191 -0.1 0.0 0.1
H -1.8515 2.1968 2.4316 0.1 0.1 -0.2
H -0.2021 -0.0563 1.5433 0.0 -0.1 0.0
H 0.3380 1.4430 2.3057 0.0 0.1 0.1
H 0.7446 1.6935 -0.0401 0.0 -0.1 -0.3
H -0.9758 4.6531 -0.6341 -0.1 0.0 0.0
H 0.1569 3.5110 -1.2961 0.1 -0.1 0.0
H 1.0286 5.7111 -0.4088 0.0 0.0 -0.2
H 0.2645 4.5942 2.3116 -0.1 -0.1 0.0
H -0.3882 5.9937 1.4643 -0.1 0.1 0.2
H 1.2822 5.9925 2.0545 0.0 0.1 0.0
H 3.0313 5.0204 0.5482 0.0 0.2 0.1
H 2.4734 2.1171 0.9284 -0.2 -0.1 0.1
H 1.9064 3.2333 2.2156 -0.1 -0.1 0.0
H 3.5741 3.1890 1.7291 0.1 -0.1 0.0
H 2.2318 2.8323 -1.4176 -0.1 0.0 -0.1
H 3.8415 3.3459 -0.9779 0.1 -0.1 0.0
H 2.8150 4.4700 -1.8249 -0.2 0.0 -0.2